# C56H98N14

A cluster of 14 separate species, C56H98N14 in total at a distorted geometry (the ωB97M-V functional and the def2-TZVPD basis, the Open Molecules 2025 dataset).

The energy above the lowest of the compared OMol25 structures with the same formula, charge and spin comes out at 2.547 eV. For the max |F|, the calculation gives 5.8 eV Å⁻¹. Its HOMO energy is -10.87 eV. The calculation puts the frontier orbital gap at 11.00 eV. The value obtained for the LUMO energy is 0.132 eV.

Structure (ORCA input):
```
! wB97M-V def2-TZVPD RIJCOSX def2/J DEFGRID3
* xyz 0 1
C -5.5403 0.4630 0.4121
C -6.5796 -0.6682 0.2266
C -7.9569 -0.4399 0.8790
C -7.8760 -0.1067 2.2885
N -7.8440 0.2175 3.3896
H -5.2982 0.6922 1.4499
H -5.9547 1.4105 0.0675
H -4.6285 0.4648 -0.1850
H -6.1780 -1.5563 0.7144
H -6.6384 -0.9125 -0.8341
H -8.6096 -1.2993 0.7259
H -8.5083 0.3865 0.4306
C 2.7836 4.5557 -3.6706
C 1.3267 4.1029 -3.8156
C 0.5602 4.1343 -2.4898
C 0.2946 5.5388 -2.0204
N 0.1284 6.5948 -1.6169
H 2.8361 5.5521 -3.2318
H 3.3147 4.5021 -4.6209
H 3.3759 3.9047 -3.0275
H 1.3540 3.0659 -4.1502
H 0.8043 4.7505 -4.5197
H 1.0749 3.4531 -1.8123
H -0.4128 3.6593 -2.6156
C -0.0058 -2.1574 -6.0423
C 1.3009 -2.1084 -5.2888
C 1.1736 -1.8079 -3.7821
C 0.6457 -0.4398 -3.5017
N 0.2473 0.6235 -3.2975
H -0.3909 -1.1615 -6.2613
H -0.7617 -2.7237 -5.4983
H 0.0311 -2.5766 -7.0478
H 1.9070 -1.3496 -5.7837
H 1.8711 -3.0164 -5.4852
H 2.1148 -1.9760 -3.2586
H 0.5001 -2.4846 -3.2562
C -3.3002 1.2940 3.8769
C -3.2688 1.0187 5.4166
C -1.8255 0.9039 5.9327
C -1.0487 2.1417 5.9357
N -0.4412 3.1330 5.9408
H -2.8433 0.4444 3.3694
H -2.6924 2.1642 3.6290
H -4.3154 1.4003 3.4946
H -3.8386 0.1110 5.6153
H -3.8060 1.8354 5.8988
H -1.3304 0.2129 5.2505
H -1.7049 0.4719 6.9262
C -3.2113 -3.1404 2.6260
C -2.7193 -3.0451 4.0895
C -1.3178 -3.6712 4.2571
C -0.2848 -2.8720 3.4441
N 0.4407 -2.2681 2.8400
H -3.0498 -4.1540 2.2592
H -2.6547 -2.4055 2.0443
H -4.2833 -2.9490 2.5783
H -3.3379 -3.6891 4.7145
H -2.7596 -2.0058 4.4157
H -1.2173 -4.7007 3.9133
H -1.1114 -3.7797 5.3219
C -2.8375 5.2734 3.0337
C -2.2111 6.0134 1.8376
C -0.7072 5.6926 1.8115
C -0.4650 4.3141 1.4622
N -0.2416 3.1942 1.1718
H -2.7718 4.1980 2.8681
H -3.8847 5.5654 3.1122
H -2.3267 5.4196 3.9854
H -2.2923 7.0984 1.9029
H -2.7751 5.7664 0.9381
H -0.3287 5.9511 2.8005
H -0.2039 6.4174 1.1716
C -1.3968 -0.0675 -0.1935
C 0.0151 -0.6614 -0.3772
C 1.1352 0.4233 -0.3456
C 2.4372 -0.1903 -0.7200
N 3.4297 -0.7013 -0.9909
H -1.5867 0.3422 0.7986
H -2.1702 -0.7898 -0.4547
H -1.4587 0.7705 -0.8878
H 0.0721 -1.1661 -1.3416
H 0.2664 -1.3701 0.4119
H 1.2494 0.7857 0.6760
H 0.9430 1.2816 -0.9894
C 2.6762 -4.3222 -0.7933
C 3.5160 -4.6725 0.4503
C 3.7653 -3.4403 1.3753
C 4.4750 -3.7422 2.6383
N 4.9994 -3.9983 3.6599
H 2.4389 -5.1732 -1.4316
H 3.2033 -3.5459 -1.3479
H 1.7145 -3.9645 -0.4256
H 4.4969 -5.0869 0.2175
H 3.0680 -5.4503 1.0687
H 2.8255 -2.9626 1.6524
H 4.3498 -2.6715 0.8699
C 7.3410 -3.7106 -1.5048
C 7.8122 -2.3852 -2.0223
C 6.6284 -1.4282 -2.3524
C 5.5730 -2.0395 -3.2046
N 4.7365 -2.5720 -3.8617
H 6.8941 -4.3665 -2.2520
H 6.6175 -3.5517 -0.7052
H 8.2197 -4.2459 -1.1450
H 8.3861 -2.4972 -2.9422
H 8.4214 -1.8374 -1.3034
H 6.9867 -0.5472 -2.8851
H 6.1434 -1.0713 -1.4438
C 5.9076 1.4660 -0.2015
C 7.3723 1.6955 -0.6034
C 8.3560 1.7704 0.5184
C 8.1442 2.8264 1.5614
N 7.8498 3.6608 2.3179
H 5.5652 2.1393 0.5843
H 5.8294 0.4718 0.2386
H 5.1860 1.6000 -1.0074
H 7.4596 2.5815 -1.2323
H 7.6963 0.8187 -1.1640
H 9.3866 1.7809 0.1639
H 8.3421 0.7930 1.0007
C -2.9931 -0.3476 -3.1416
C -4.2074 -1.2011 -2.6882
C -4.4630 -2.4691 -3.5547
C -3.3642 -3.3877 -3.6552
N -2.4843 -4.1309 -3.7089
H -2.0765 -0.8929 -2.9166
H -3.0612 0.5708 -2.5585
H -3.0411 -0.1689 -4.2157
H -5.0471 -0.5069 -2.6570
H -4.0566 -1.4048 -1.6280
H -4.7884 -2.2216 -4.5652
H -5.2216 -3.1310 -3.1369
C -3.2328 3.4910 -1.4938
C -4.0489 4.6982 -1.8779
C -4.8344 4.7051 -3.1835
C -5.9029 3.6280 -3.1957
N -6.7035 2.8120 -3.1357
H -3.8988 2.6281 -1.4864
H -2.8721 3.6228 -0.4738
H -2.3635 3.2586 -2.1090
H -3.4280 5.5940 -1.8650
H -4.7116 4.9800 -1.0596
H -4.2125 4.5797 -4.0699
H -5.2630 5.7025 -3.2805
C -0.9786 -4.0052 -0.5843
C -0.9351 -5.5302 -1.0860
C -1.5887 -6.5728 -0.1688
C -0.9393 -6.7618 1.2055
N -0.4498 -6.8217 2.2420
H -2.0418 -3.7908 -0.4762
H -0.5346 -3.3355 -1.3208
H -0.5143 -3.8735 0.3930
H 0.0855 -5.8438 -1.3052
H -1.3709 -5.5664 -2.0845
H -1.4943 -7.5545 -0.6330
H -2.6411 -6.3571 0.0155
C 2.3477 1.0883 5.0053
C 1.9480 1.1105 3.5188
C 2.4416 2.3624 2.8130
C 2.1750 3.6320 3.4333
N 1.9628 4.6617 3.9494
H 2.0135 0.1684 5.4851
H 1.8898 1.8557 5.6294
H 3.4266 1.1587 5.1438
H 0.8596 1.0583 3.4939
H 2.2807 0.2197 2.9860
H 1.9926 2.3587 1.8198
H 3.5286 2.3106 2.7526
*
```

Results of the Löwdin charge analysis, in e, for atoms 1 through 5: -0.089, -0.229, -0.184, -0.245, 0.147

=====

# C26H31NO4

An isolated molecule of C26H31NO4 (the ωB97M-V functional and the def2-TZVPD basis, the Open Molecules 2025 dataset).

The energy above the lowest of the compared OMol25 structures with the same formula, charge and spin comes out at 2.266 eV. For the max |F|, the calculation gives 0.7 eV Å⁻¹. Its HOMO energy is -7.90 eV. The calculation puts the frontier orbital gap at 8.63 eV. As for the SMILES: COc1ccc(CCN(C)Cc2ccc(OCc3ccccc3)c(OC)c2)cc1OC. The value obtained for the LUMO energy is 0.731 eV.

Structure (ORCA input):
```
! wB97M-V def2-TZVPD RIJCOSX def2/J DEFGRID3
* xyz 0 1
C 0.1209 4.2551 -0.2354
O 1.0733 3.6451 -1.0771
C 1.8290 2.5933 -0.6382
C 2.9291 2.3013 -1.4369
C 3.7725 1.2442 -1.1565
C 3.5585 0.4572 -0.0366
C 4.4788 -0.6905 0.2825
C 3.7399 -1.9177 0.8384
N 2.5137 -2.1696 0.1085
C 2.7577 -2.7729 -1.1826
C 1.5119 -2.8984 0.8595
C 0.1219 -2.6738 0.3150
C -0.8934 -3.5769 0.5851
C -2.1758 -3.3246 0.1395
C -2.4775 -2.1948 -0.6126
O -3.7923 -2.0787 -0.9733
C -4.3298 -0.8154 -1.3135
C -4.0300 0.2759 -0.3172
C -3.9142 1.5942 -0.7393
C -3.6202 2.5978 0.1652
C -3.4367 2.2954 1.5044
C -3.5604 0.9854 1.9332
C -3.8584 -0.0188 1.0285
C -1.4373 -1.3083 -0.9458
O -1.7284 -0.2617 -1.7800
C -0.7925 0.7815 -1.9017
C -0.1656 -1.5448 -0.4399
C 2.4691 0.7503 0.7723
C 1.5857 1.7804 0.4831
O 0.4571 2.0244 1.2344
C 0.1193 1.1201 2.2562
H -0.7545 3.6207 -0.0789
H -0.1781 5.1642 -0.7581
H 0.5507 4.5192 0.7334
H 3.0922 2.9262 -2.3006
H 4.6056 1.0408 -1.8129
H 5.2182 -0.3733 1.0244
H 5.0268 -0.9620 -0.6210
H 3.4856 -1.7340 1.8849
H 4.4223 -2.7869 0.8165
H 1.8062 -2.9486 -1.6804
H 3.3478 -2.0932 -1.7941
H 3.2933 -3.7335 -1.1013
H 1.5294 -2.5409 1.8960
H 1.7191 -3.9841 0.8890
H -0.6900 -4.4688 1.1589
H -2.9837 -4.0032 0.3649
H -5.4119 -0.9958 -1.3495
H -3.9967 -0.5089 -2.3117
H -4.0483 1.8307 -1.7849
H -3.5299 3.6195 -0.1751
H -3.2006 3.0799 2.2088
H -3.4289 0.7406 2.9778
H -3.9548 -1.0394 1.3688
H -1.2629 1.5260 -2.5419
H -0.5773 1.2269 -0.9292
H 0.1398 0.4472 -2.3666
H 0.6421 -0.8625 -0.6497
H 2.2909 0.1402 1.6397
H 0.0075 0.1011 1.8705
H -0.8410 1.4652 2.6364
H 0.8551 1.1319 3.0671
*
```

Results of the natural (NBO) charge analysis, in e, for atoms 1 through 5: -0.241, -0.506, 0.233, -0.240, -0.219

=====

# C32H58CdN3O2P2

A structure of composition C32H58CdN3O2P2 at a distorted geometry (the ωB97M-V functional and the def2-TZVPD basis, the Open Molecules 2025 dataset).

For the max |F|, the calculation gives 4.8 eV Å⁻¹. Its HOMO energy is -8.44 eV. The calculation puts the frontier orbital gap at 6.14 eV. The value obtained for the LUMO energy is -2.297 eV.

Structure (ORCA input):
```
! wB97M-V def2-TZVPD RIJCOSX def2/J DEFGRID3
* xyz 1 1
C -0.3665 2.7475 1.3713
C -1.6973 2.4007 -0.5116
C -0.9844 3.9823 1.6461
C -2.2138 3.7180 -0.4224
C -1.8964 4.4804 0.6935
H -0.7069 4.5486 2.5602
H -2.8998 4.0890 -1.1990
H -2.3573 5.4717 0.8422
N -0.7520 1.9430 0.3813
P 1.9406 1.1224 1.3453
P -2.1946 -0.2484 -1.2542
C 0.8152 2.2816 2.2562
H 1.4028 3.1477 2.6137
H 0.4199 1.7616 3.1506
C 1.6596 -2.0646 -0.2792
O 2.0845 -3.0558 -0.5767
C -2.2761 1.4524 -1.4808
H -2.8248 1.8999 -2.3234
C -2.3225 -1.2410 -2.9130
C -3.9201 -0.3020 -0.3131
C 3.0433 2.2055 0.2949
C 2.8792 0.1883 2.6740
C -0.9536 -1.8830 -3.1935
H -0.6564 -2.5796 -2.3954
H -1.0230 -2.4533 -4.1324
H -0.1594 -1.1419 -3.3110
C -3.3516 -2.3878 -2.8312
H -3.1182 -3.0850 -2.0077
H -4.3822 -2.0214 -2.7307
H -3.2942 -2.9580 -3.7790
C -2.6791 -0.3011 -4.0538
H -2.7537 -0.9008 -4.9790
H -3.6535 0.1870 -3.9147
H -1.8986 0.4603 -4.1921
C -4.0908 -1.7241 0.2011
H -3.1546 -2.1875 0.5260
H -4.7552 -1.6671 1.0661
H -4.5739 -2.3895 -0.5418
C -3.7941 0.6395 0.8622
H -2.9653 0.4186 1.4955
H -3.7423 1.6991 0.5522
H -4.7150 0.5347 1.4284
C -4.9937 0.1435 -1.2935
H -4.6816 0.8388 -2.0826
H -5.5044 -0.7018 -1.7637
H -5.7461 0.6771 -0.7014
C 3.9200 -0.7059 1.9737
H 4.3833 -1.3626 2.7289
H 3.4532 -1.3478 1.2091
H 4.7219 -0.1242 1.5059
C 1.8940 -0.7167 3.4424
H 1.1445 -0.1351 3.9890
H 1.3680 -1.4185 2.7716
H 2.4623 -1.3194 4.1754
C 3.5494 1.1109 3.7003
H 2.8801 1.8980 4.0512
H 3.8441 0.5061 4.5709
H 4.4700 1.5742 3.3154
C 2.2366 3.3690 -0.2830
H 1.8682 4.0710 0.4724
H 2.8677 3.9507 -0.9694
H 1.3762 3.0158 -0.8597
C 3.5857 1.3799 -0.8547
H 2.8016 1.1256 -1.5699
H 4.3398 1.9512 -1.3932
H 4.0436 0.4524 -0.5409
C 4.2034 2.8087 1.1013
H 3.8704 3.3632 1.9919
H 4.9431 2.0554 1.4062
H 4.7436 3.5277 0.4635
Cd 0.1671 -0.1445 -0.0353
N 0.5946 0.8059 -2.2036
C -0.0524 1.5729 -2.8711
C -0.2219 2.6051 -3.9294
C -1.6295 3.1378 -4.2458
C 0.6050 3.7882 -3.4338
C 0.3861 1.8681 -5.1321
H -2.3354 2.3462 -4.5531
H -2.0530 3.7021 -3.3940
H -1.5174 3.8375 -5.0942
H 1.5952 3.4267 -3.1112
H 0.7276 4.5083 -4.2524
H 0.1033 4.2700 -2.5815
H -0.1638 2.0964 -6.0546
H 1.4426 2.1844 -5.1981
H 0.3718 0.7702 -4.9712
C -0.6223 -3.7679 1.8814
N -1.3576 -3.0533 2.8890
C -1.8108 -3.7409 4.0648
C -1.4904 -1.7319 2.8054
O -1.0547 -1.0375 1.8902
H -0.7944 -4.8232 2.0312
H 0.4542 -3.5940 1.9413
H -0.9419 -3.5015 0.8731
H -1.2717 -3.4396 4.9609
H -2.8626 -3.5652 4.2583
H -1.6622 -4.8032 3.9308
H -2.0513 -1.2534 3.6378
*
```

Results of the Löwdin charge analysis, in e, for atoms 1 through 5: -0.372, -0.377, -0.057, -0.061, -0.066

=====

Question: Which formula does entry 1 have?
Answer: C56H98N14

=====

Question: The highest frontier orbital gap belongs to which entry?
Answer: C56H98N14